ORCA calculation (the ωB97M-V functional and the def2-TZVPD basis) on a gas-phase ion, CH6N3OS (charge +1).

Computed properties:
charge = +1
SMILES = NS/[NH+]=C(/N)O
relative energy (zero: lowest compared OMol25 entry of this formula, charge and spin) = 1.054 eV
LUMO level = -3.5 eV
E = -18479.2860 eV

Each line ends with the natural charge from an NBO analysis.
Geometry (Å):
N  2.58201  1.01781  -0.41548  -0.958
S  1.55201  0.83684  0.83905  0.661
N  -0.11237  0.57154  0.19205  -0.720
C  -0.71218  -0.53220  0.36943  0.853
N  -2.20570  -0.61738  -0.12151  -0.856
O  -0.14547  -1.52725  0.86972  -0.601
H  2.78756  1.86129  -0.78528  0.391
H  2.70173  0.24791  -1.15828  0.410
H  -0.51644  1.32721  -0.35098  0.440
H  -2.47376  0.33978  -0.47821  0.397
H  -2.99069  -1.11531  0.24144  0.432
H  -0.46670  -2.41023  0.79805  0.552